{"formula": "C47H47NNiP2", "method": "wB97M-V/def2-TZVPD", "orbital_gap_ha": [0.1853, 0.1674], "homo_ev": [-5.08, -5.08], "spin_multiplicity": 3, "charge": 0, "elements": ["Ni", "C", "C", "C", "C", "C", "C", "C", "C", "C", "H", "H", "H", "H", "H", "H", "H", "H", "H", "H", "H", "H", "H", "H", "H", "P", "P", "C", "C", "C", "C", "C", "C", "C", "C", "C", "C", "C", "C", "C", "C", "C", "C", "C", "C", "C", "C", "C", "C", "C", "C", "C", "C", "H", "H", "H", "H", "H", "H", "H", "H", "H", "H", "H", "H", "H", "H", "H", "H", "H", "H", "H", "H", "H", "H", "C", "C", "C", "C", "C", "C", "N", "C", "C", "C", "C", "C", "C", "H", "H", "H", "H", "H", "H", "H", "H", "H", "H"], "positions_angstrom": [[0.63173, -0.42776, -2.09216], [1.78743, 0.58591, -3.57471], [0.63206, 1.35311, -3.22352], [-0.49399, 1.34936, -4.29686], [-1.05139, -0.06829, -4.61053], [-0.88124, -1.05356, -3.47943], [0.29444, -1.77292, -3.16149], [1.43096, -1.82835, -4.14499], [1.92491, -0.42805, -4.63060], [-1.10781, -1.75236, 1.95723], [2.75768, 0.93631, -3.20918], [0.85474, 2.42946, -2.95168], [-0.11180, 1.69925, -5.27606], [-1.30539, 2.00518, -4.00341], [-2.12665, 0.06312, -4.85037], [-0.62193, -0.42327, -5.58493], [-1.84035, -1.33800, -3.01038], [0.35138, -2.64731, -2.41360], [1.12752, -2.44099, -4.99331], [2.19282, -2.32160, -3.53184], [2.99035, -0.59014, -4.82907], [1.47498, -0.23005, -5.60719], [-0.17352, -1.15901, 1.97142], [-0.84318, -2.70800, 2.43435], [-1.88927, -1.17717, 2.48256], [0.56095, 1.65537, -1.26434], [-1.52518, -1.99978, 0.27195], [-0.92811, 0.60860, -1.01967], [-1.67914, -0.43668, -0.43827], [-0.04707, 3.15869, -0.53314], [-1.16255, 3.73185, -1.17111], [-1.69543, 4.95747, -0.80972], [-1.20305, 5.62503, 0.29854], [-0.20868, 5.00588, 1.02962], [0.39086, 3.79080, 0.63641], [2.24982, 1.46077, -0.79063], [2.85458, 0.17703, -0.81326], [4.22120, 0.06802, -0.91919], [5.03797, 1.19293, -1.03959], [4.44063, 2.45646, -0.99386], [3.05443, 2.59665, -0.84195], [-3.24291, -2.56711, 0.36218], [-4.24509, -1.61908, 0.52703], [-5.58896, -1.97465, 0.64029], [-5.95492, -3.33343, 0.64372], [-4.94161, -4.30155, 0.55780], [-3.60554, -3.92575, 0.42104], [-0.55810, -3.39664, -0.25637], [0.62594, -3.71026, 0.45699], [1.45052, -4.77025, 0.05160], [1.11760, -5.54436, -1.06298], [-0.06502, -5.28648, -1.73797], [-0.89608, -4.23068, -1.31432], [-1.63021, 0.99345, -1.84182], [-2.64843, -0.35091, -0.97085], [-1.64600, 3.14696, -1.96055], [-2.53115, 5.33964, -1.37727], [-1.65415, 6.56956, 0.60680], [0.10225, 5.47417, 1.98343], [1.13086, 3.35469, 1.26252], [2.16599, -0.71397, -0.74909], [4.68439, -0.92110, -0.89965], [6.11635, 1.09306, -1.08588], [5.06662, 3.33509, -1.03392], [2.61714, 3.57338, -0.80004], [-3.99512, -0.56603, 0.61564], [-6.34018, -1.18802, 0.75590], [-7.01488, -3.60507, 0.72752], [-5.24757, -5.34589, 0.62179], [-2.85881, -4.71167, 0.39192], [0.90885, -3.15148, 1.33532], [2.35621, -4.99303, 0.60401], [1.80275, -6.35031, -1.40259], [-0.32384, -5.89173, -2.60780], [-1.82809, -4.07185, -1.88070], [3.89236, -0.45593, 4.77253], [3.90477, -0.35640, 3.37634], [2.78918, 0.10081, 2.69027], [1.59295, 0.47429, 3.40248], [1.59474, 0.31370, 4.81854], [2.74755, -0.11467, 5.49544], [0.49438, 0.91420, 2.69949], [-0.38822, 1.81219, 3.22867], [-1.75122, 1.74945, 2.84580], [-2.70521, 2.57728, 3.44510], [-2.29761, 3.54624, 4.37631], [-0.94110, 3.70362, 4.70223], [0.00302, 2.86670, 4.10577], [4.79484, -0.75992, 5.28270], [4.80987, -0.59596, 2.79225], [2.75257, 0.21814, 1.60550], [0.66457, 0.52529, 5.35946], [2.73222, -0.14567, 6.58574], [-2.01337, 1.04129, 2.07688], [-3.75667, 2.44903, 3.20410], [-3.05782, 4.17749, 4.86677], [-0.63295, 4.46445, 5.42260], [1.07666, 3.03169, 4.28931]]}

---

{"formula": "C47H48AsIMgO2P2Si2", "method": "wB97M-V/def2-TZVPD", "orbital_gap_ha": 0.2794, "homo_ev": -7.62, "charge": 0, "elements": ["Mg", "O", "C", "O", "C", "C", "C", "C", "C", "C", "P", "C", "C", "C", "C", "C", "C", "C", "C", "C", "C", "C", "C", "H", "H", "H", "H", "H", "H", "H", "H", "H", "H", "H", "H", "H", "H", "I", "C", "C", "C", "C", "C", "C", "C", "C", "C", "P", "C", "C", "C", "C", "C", "C", "C", "C", "C", "C", "C", "C", "C", "H", "H", "H", "H", "H", "H", "H", "H", "H", "H", "H", "H", "H", "H", "H", "H", "C", "Si", "C", "C", "As", "Si", "C", "C", "C", "H", "H", "H", "H", "H", "H", "H", "H", "H", "H", "H", "H", "H", "H", "H", "H", "H", "H"], "positions_angstrom": [[-0.68425, 0.65015, 0.38342], [0.64981, -1.26572, 3.57970], [-0.14519, -1.26838, 2.66113], [-0.00240, -0.61990, 1.54952], [-1.44915, -2.04552, 2.78005], [-1.78705, -2.45274, 4.06792], [-2.97247, -3.11866, 4.32466], [-3.83758, -3.39580, 3.27843], [-3.50339, -3.01397, 1.98932], [-2.31586, -2.33428, 1.71274], [-1.91549, -1.96610, -0.05583], [-1.22923, -3.57139, -0.60285], [-0.99215, -4.63620, 0.25968], [-0.49015, -5.83657, -0.22936], [-0.20072, -5.97706, -1.57682], [-0.40925, -4.90820, -2.44157], [-0.91742, -3.71498, -1.95693], [-3.56262, -1.99400, -0.86416], [-4.22081, -0.77110, -0.97245], [-5.45901, -0.68176, -1.58973], [-6.04846, -1.81747, -2.12597], [-5.39668, -3.03960, -2.03568], [-4.16195, -3.12816, -1.40928], [-1.08906, -2.22406, 4.86161], [-3.22193, -3.41657, 5.33474], [-4.77136, -3.91243, 3.45990], [-4.18284, -3.24918, 1.18125], [-1.21024, -4.54173, 1.31526], [-0.32113, -6.66096, 0.45156], [0.19152, -6.91243, -1.95449], [-0.17699, -5.00571, -3.49420], [-1.08794, -2.88921, -2.63898], [-3.75492, 0.12656, -0.58349], [-5.95392, 0.27807, -1.66662], [-7.00898, -1.74998, -2.62020], [-5.84955, -3.92905, -2.45466], [-3.66843, -4.08987, -1.34085], [0.07623, 0.06102, -2.77457], [1.91801, 0.46638, -3.70945], [1.75390, 0.58826, -5.06287], [2.84608, 0.81530, -5.91734], [4.08959, 0.88818, -5.38015], [4.29282, 0.75707, -3.98502], [5.62711, 0.78650, -3.51938], [5.90687, 0.61535, -2.20168], [4.84347, 0.46028, -1.30138], [3.52069, 0.47778, -1.67585], [2.35005, 0.30521, -0.23269], [2.82427, -1.40660, 0.21894], [2.18255, -2.41885, -0.49353], [2.52271, -3.74717, -0.29731], [3.49333, -4.08397, 0.63588], [4.12671, -3.08423, 1.35876], [3.80016, -1.75199, 1.14671], [3.16080, 1.35748, 1.02667], [2.99454, 1.02224, 2.37300], [3.49421, 1.85042, 3.36724], [4.13933, 3.03365, 3.03700], [4.27353, 3.39236, 1.70367], [3.78774, 2.56092, 0.70476], [3.19888, 0.57556, -3.07595], [0.76383, 0.50280, -5.48774], [2.68541, 0.91084, -6.98243], [4.95842, 1.03747, -6.00893], [6.41873, 0.92377, -4.24559], [6.92651, 0.60621, -1.84049], [5.08559, 0.33917, -0.25353], [1.41296, -2.16782, -1.21515], [2.02007, -4.51755, -0.86753], [3.75300, -5.12207, 0.79986], [4.88095, -3.33761, 2.09268], [4.31321, -0.98811, 1.71536], [2.46772, 0.11596, 2.65016], [3.36848, 1.56939, 4.40497], [4.52685, 3.67862, 3.81515], [4.75920, 4.32265, 1.43724], [3.90315, 2.85293, -0.33126], [-4.64512, 1.72145, 1.76053], [-3.43500, 3.11987, 1.43973], [-4.44804, 4.61631, 0.93298], [-2.56666, 3.52898, 3.05187], [-2.07505, 2.55946, -0.38752], [-0.33062, 4.10693, -0.11200], [0.84407, 3.81693, -1.55022], [-0.96257, 5.87018, -0.19550], [0.64335, 3.91987, 1.47789], [-5.37763, 2.03414, 2.50927], [-4.16011, 0.81225, 2.12401], [-5.18878, 1.47088, 0.84808], [-5.13134, 4.91152, 1.73388], [-5.04020, 4.38885, 0.04439], [-3.81489, 5.47161, 0.69427], [-3.30915, 3.66138, 3.84343], [-2.00859, 4.46236, 2.96202], [-1.87041, 2.74847, 3.36471], [0.31267, 3.87358, -2.50247], [1.30424, 2.82642, -1.48863], [1.64852, 4.55750, -1.55521], [-1.57782, 6.02303, -1.08402], [-0.12491, 6.57145, -0.23108], [-1.56775, 6.11814, 0.67865], [1.01166, 2.90130, 1.61527], [0.04170, 4.16763, 2.35186], [1.51799, 4.57566, 1.46878]]}

---

Q: What is the charge in the second record?
A: 0